Entry 1:
Entry from the Open Molecules 2025 dataset: a 2-piece molecular cluster, BrO3S overall in a non-equilibrium geometry (wB97M-V/def2-TZVPD).

Each line ends with the natural charge from an NBO analysis.
Atoms and positions in Å:
Br 2.573 -0.271 -0.046  -0.4589
S 0.322 0.271 -0.010  1.6338
O 0.144 0.895 1.283  -0.9708
O -1.079 -2.093 -0.094  -0.2337
O 0.150 1.128 -1.166  -0.9704

Cartesian forces (eV/Å) of the 3 atoms listed first:
1.44 -0.25 -0.03
-1.75 -0.87 -0.14
0.02 0.38 0.30

Computed properties:
Multiplicity: 3
Net charge: -1
LUMO level (alpha / beta): 0.13897 / 0.07962 Ha
Orbital gap (alpha / beta): 0.3029 / 0.2444 hartree

---

Entry 2:
Entry from the Open Molecules 2025 dataset: a 9-piece molecular cluster, C33H70N2O11 overall in a non-equilibrium geometry (wB97M-V/def2-TZVPD).

Each line ends with the Mulliken charge.
Atoms and positions in Å:
O -46.349 -0.880 -21.023  -0.4460
O -51.461 -3.299 -24.263  -0.4730
O -46.888 -6.977 -22.488  -0.7652
O -48.718 -6.716 -23.581  -0.0726
O -50.463 -6.636 -27.896  -0.5524
O -51.791 -7.340 -21.504  -0.6074
O -49.751 -4.467 -19.712  -0.6690
O -48.189 -5.258 -22.026  0.5880
O -43.322 -4.024 -22.377  -0.4834
O -47.539 -5.176 -26.396  -0.5539
O -47.240 -10.454 -26.725  -0.5308
N -47.925 -6.302 -22.710  -0.4646
N -49.502 -8.168 -19.306  0.4485
C -51.690 -4.861 -27.413  -1.5124
C -46.587 -9.786 -25.566  -0.7191
C -52.941 -9.000 -22.797  -1.3812
C -49.119 -6.746 -19.271  -0.5730
C -44.406 -4.616 -21.638  0.2316
C -48.123 -9.574 -27.331  -1.1113
C -50.299 -5.818 -19.680  1.5082
C -47.404 -2.943 -25.421  -0.9894
C -52.976 -8.183 -21.525  -0.8448
C -49.567 -8.635 -20.722  -2.0757
C -47.879 -3.775 -26.652  -0.6388
C -47.389 -1.867 -21.327  0.4559
C -47.832 -0.603 -19.231  -0.3514
C -46.328 -8.378 -26.079  -0.0966
C -43.940 -4.244 -20.145  -0.9417
C -51.960 -8.167 -23.654  0.2286
C -50.850 -8.511 -18.607  -0.6807
C -47.284 -8.228 -27.382  -0.2361
C -50.807 -6.779 -26.453  0.4853
C -48.514 -1.615 -20.310  0.5131
C -51.729 -5.694 -26.138  0.2652
C -51.604 -6.859 -22.857  0.5979
C -48.431 -8.953 -18.595  -0.8408
C -47.171 -4.090 -24.315  0.9734
C -43.421 -2.607 -21.840  -0.6519
C -47.600 -5.364 -25.084  1.3718
C -46.342 -0.611 -19.669  -0.6768
C -49.973 -4.113 -22.885  4.7280
C -50.459 -5.373 -28.151  -0.2724
C -43.358 -2.845 -20.296  -0.4274
C -51.122 -3.526 -22.074  -1.2062
C -52.062 -2.849 -23.072  -0.9229
C -49.995 -3.362 -24.096  -0.9550
H -53.793 -9.136 -23.091  0.7959
H -43.132 -4.815 -19.885  0.5037
H -51.971 -3.713 -27.365  0.1379
H -44.746 -4.236 -19.467  0.3380
H -43.791 -2.064 -19.819  0.2295
H -50.266 -5.137 -23.053  -1.6001
H -45.636 -10.195 -25.557  0.3691
H -53.785 -7.587 -21.477  0.5915
H -51.251 -7.805 -26.248  0.2883
H -48.894 -2.641 -19.759  -0.2332
H -52.441 -5.287 -27.873  0.6515
H -52.287 -6.089 -22.956  0.6205
H -48.692 -6.538 -18.197  0.2233
H -52.247 -1.856 -23.056  0.4088
H -46.656 -8.079 -28.289  0.3005
H -51.550 -4.132 -21.357  0.3635
H -50.590 -6.591 -23.144  -0.6518
H -49.025 -3.828 -26.613  -0.0176
H -48.185 -2.202 -24.968  0.1806
H -52.281 -9.914 -22.568  0.2240
H -52.422 -8.123 -24.666  0.4191
H -50.611 -4.887 -29.138  0.3581
H -48.688 -8.314 -21.031  1.2618
H -50.846 -9.624 -18.657  0.4035
H -45.328 -8.060 -26.264  0.5078
H -49.516 -5.025 -27.468  0.1510
H -50.864 -8.774 -23.578  -0.1019
H -49.570 -2.428 -23.887  0.4344
H -47.567 -3.808 -23.301  -1.4050
H -48.180 -8.530 -17.630  0.3745
H -50.946 -8.136 -17.528  0.2578
H -47.359 -3.383 -27.416  0.6686
H -48.294 0.370 -19.477  0.2125
H -47.803 -0.830 -17.995  0.2649
H -42.316 -2.153 -22.057  0.2870
H -49.003 -3.916 -22.361  -1.0927
H -49.148 -4.475 -20.590  -0.2169
H -50.214 -7.947 -21.360  0.5625
H -44.092 -2.022 -22.208  0.4053
H -47.467 -8.927 -19.094  0.3417
H -51.681 -8.052 -19.150  0.1868
H -49.730 -6.665 -26.026  -0.6470
H -46.590 -7.741 -25.266  0.1147
H -52.740 -6.005 -25.808  0.4218
H -48.920 -9.409 -26.770  0.4045
H -48.313 -9.805 -28.212  0.7869
H -48.121 -6.711 -19.854  0.2208
H -42.396 -2.768 -19.884  0.3365
H -51.245 -5.255 -25.188  0.0894
H -53.135 -3.233 -22.882  0.2328
H -49.955 -9.704 -20.892  0.3180
H -53.304 -8.985 -20.802  0.3897
H -46.499 -2.558 -25.665  0.7460
H -48.704 -5.451 -24.771  -1.0108
H -45.806 -1.208 -19.208  0.3549
H -47.627 -1.514 -22.470  -0.3702
H -49.605 -4.068 -24.795  -0.6268
H -47.067 -6.455 -24.730  -0.7420
H -45.420 -4.305 -21.882  -0.3721
H -47.790 -7.445 -27.550  0.1583
H -48.701 -9.995 -18.710  0.4150
H -50.757 -5.993 -20.668  -1.0974
H -50.807 -2.987 -21.268  0.4633
H -49.309 -1.233 -21.044  0.0920
H -47.265 -9.992 -24.769  0.3416
H -51.271 -5.889 -18.975  0.3285
H -44.387 -5.687 -21.550  0.5065
H -45.769 0.409 -19.665  0.2942
H -46.215 -4.468 -24.229  1.1459
H -47.091 -2.792 -21.152  0.0290

Cartesian forces (eV/Å) of the 3 atoms listed first:
-0.39 -1.38 -1.65
-0.44 1.13 -2.42
-0.48 0.89 0.04

Computed properties:
LUMO level: -0.01014 Ha
Orbital gap: 0.2790 hartree
ΔE to the lowest compared entry with this formula, charge and spin: 184.0 kcal per mole

---

Entry 3:
Entry from the Open Molecules 2025 dataset: one molecule with the formula C6H9NO in a non-equilibrium geometry (wB97M-V/def2-TZVPD).

Each line ends with the natural charge from an NBO analysis.
Atoms and positions in Å:
O 1.096 -1.234 2.223  -0.6894
N 0.055 1.562 -1.658  -0.5501
C -1.430 -0.155 -0.062  -0.2344
C -0.250 0.311 -0.849  0.0515
C -0.128 0.283 -2.361  -0.2720
C -1.144 -0.348 1.166  -0.1751
C 0.389 -0.267 1.409  0.0611
C 1.082 -0.198 -0.017  -0.4209
H -1.171 0.373 -2.872  0.1815
H -2.399 -0.089 -0.431  0.2106
H 1.214 -1.238 -0.212  0.2146
H -0.970 1.895 -1.666  0.3263
H 0.750 0.167 -2.877  0.2110
H 1.905 -0.440 2.596  0.4736
H 0.301 0.898 1.741  0.1618
H 1.920 0.484 -0.057  0.2240
H -1.813 -0.868 1.876  0.2262

Cartesian forces (eV/Å) of the 3 atoms listed first:
2.63 5.54 1.75
-4.32 0.61 2.13
0.64 2.50 -2.91

Computed properties:
LUMO level: 0.02028 Ha
Orbital gap: 0.3497 hartree
ΔE to the lowest compared entry with this formula, charge and spin: 116.6 kcal per mole

---

Entry 4:
Entry from the Open Molecules 2025 dataset: one molecule with the formula CH5BO in a non-equilibrium geometry (wB97M-V/def2-TZVPD).

Each line ends with the natural charge from an NBO analysis.
Atoms and positions in Å:
O -1.862 -0.165 -0.002  -0.5995
C -0.800 0.529 0.083  0.2403
B 0.641 -0.049 0.136  -0.4093
H -1.626 -1.002 0.401  0.4993
H 0.507 -1.269 0.607  -0.0408
H -1.107 1.536 -0.127  0.1733
H 1.688 0.513 0.457  0.0318
H 0.510 0.195 -1.195  0.1049

Cartesian forces (eV/Å) of the 3 atoms listed first:
-1.30 -0.96 0.58
2.24 1.60 -0.55
-0.39 -0.97 0.31

Computed properties:
LUMO level: 0.01357 Ha
Orbital gap: 0.3928 hartree
ΔE to the lowest compared entry with this formula, charge and spin: 82.3 kcal per mole

---

Entry 5:
Entry from the Open Molecules 2025 dataset: one molecule with the formula C3H4N2O in a non-equilibrium geometry (wB97M-V/def2-TZVPD).

Each line ends with the natural charge from an NBO analysis.
Atoms and positions in Å:
O -0.578 1.410 -1.234  -0.2894
N 0.690 1.072 -0.762  -0.1797
N 1.507 -0.715 0.559  -0.7952
C -0.876 -0.139 0.319  -0.3454
C 0.498 0.094 0.094  0.2917
C -1.473 0.626 -0.612  0.0905
H 1.332 -1.095 1.477  0.3840
H -2.128 -0.028 -1.159  0.2203
H -1.404 -0.887 0.885  0.2298
H 2.432 -0.339 0.434  0.3934

Cartesian forces (eV/Å) of the 3 atoms listed first:
-0.21 -0.36 -0.30
0.18 -0.25 0.39
0.22 0.25 0.25

Computed properties:
LUMO level: 0.03111 Ha
Orbital gap: 0.3686 hartree
ΔE to the lowest compared entry with this formula, charge and spin: 69.4 kcal per mole